#A
The molecule C6H8ClN. Source: the OMol25 dataset; level of theory: ωB97M-V/def2-TZVPD.

The value obtained for the lowest unoccupied orbital energy is 0.92 eV. The SMILES is N[C@@]12CC=C[C@@H]1[C@H]2Cl. Its multiplicity is 1.

Last column: natural (NBO) charge in e.
Cartesian coordinates (Å):
C -0.69 -0.13 0.11  0.10
C 0.30 -0.09 1.33  -0.46
C 1.70 0.02 0.72  -0.18
C 1.75 0.02 -0.63  -0.23
C 0.30 -0.07 -1.09  -0.31
C -0.66 1.09 -0.75  -0.15
H -1.45 -1.97 0.66  0.36
H -2.62 -1.02 -0.54  0.41
H 0.20 -0.77 2.17  0.24
H 0.20 0.89 1.87  0.23
H 2.69 0.11 1.28  0.22
H 2.69 0.18 -1.16  0.23
H 0.14 -0.32 -2.18  0.25
H -0.47 2.07 -0.16  0.25
N -1.93 -0.92 0.27  -0.84
Cl -2.16 0.91 -1.92  -0.12

***

#B
C6H8ClN as an isolated structure. Source: the OMol25 dataset; level of theory: ωB97M-V/def2-TZVPD.

The value obtained for the lowest unoccupied orbital energy is 1.03 eV. Its multiplicity is 1.

Last column: natural (NBO) charge in e.
Cartesian coordinates (Å):
C 0.48 -0.35 0.12  0.04
C -0.96 -0.57 0.47  -0.39
C -1.13 0.79 -0.28  -0.28
C -0.33 1.68 0.67  -0.19
C 0.82 0.97 0.85  -0.19
C -0.02 0.27 -1.17  -0.14
H 1.67 -1.89 0.85  0.36
H 1.21 -2.19 -0.66  0.37
H -1.22 -0.80 1.49  0.21
H -1.40 -1.41 -0.07  0.21
H -2.15 1.02 -0.64  0.24
H -0.54 2.71 1.00  0.23
H 1.68 1.15 1.49  0.23
H 0.69 0.97 -1.61  0.23
N 1.52 -1.40 -0.02  -0.83
Cl -0.32 -0.95 -2.50  -0.09

***

#B has the most favorable energy; the next structure is 0.0418 hartree above.

***

#A
The molecule C6H11N3. Source: the OMol25 dataset; level of theory: ωB97M-V/def2-TZVPD.

The value obtained for the lowest unoccupied orbital energy is 0.76 eV. The SMILES is CN1C=N[C@]2(C)C[C@H]2N1. Its multiplicity is 1.

Last column: natural (NBO) charge in e.
Cartesian coordinates (Å):
C 1.45 1.49 1.49  -0.41
C -0.23 0.37 -1.25  -0.13
C -1.22 -0.47 -1.83  -0.40
C -0.75 -0.88 -0.49  0.08
C -1.70 -0.79 0.64  -0.63
C 1.09 -0.70 0.68  0.25
H 1.91 2.32 0.91  0.18
H 0.94 2.08 2.34  0.20
H 2.26 0.98 2.01  0.21
H 0.30 2.21 -0.43  0.35
H 0.74 0.25 -1.66  0.18
H -0.86 -0.94 -2.82  0.24
H -2.25 -0.16 -1.76  0.23
H -2.30 -1.69 0.50  0.23
H -0.92 -0.92 1.61  0.22
H -2.28 0.20 0.66  0.23
H 1.98 -0.86 1.26  0.19
N 0.89 0.62 0.56  -0.30
N -0.13 1.31 -0.20  -0.42
N 0.47 -1.58 -0.08  -0.50

***

#B
The molecule C6H11N3. Source: the OMol25 dataset; level of theory: ωB97M-V/def2-TZVPD.

The value obtained for the lowest unoccupied orbital energy is 0.91 eV. The SMILES is CNc1cc[nH]c1CN. Its multiplicity is 1.

Last column: natural (NBO) charge in e.
Cartesian coordinates (Å):
C 1.69 1.76 -0.52  -0.41
C -0.42 0.81 0.32  0.07
C -1.80 1.00 -0.08  -0.31
C -2.34 -0.21 -0.32  -0.09
C -0.27 -0.57 0.30  0.10
C 0.95 -1.42 0.67  -0.25
H 2.36 0.85 -0.54  0.21
H 1.22 1.93 -1.49  0.17
H 2.35 2.65 -0.32  0.19
H 0.42 2.60 0.81  0.36
H -2.28 1.99 -0.21  0.22
H -3.33 -0.41 -0.67  0.21
H -1.39 -2.19 -0.45  0.41
H 0.58 -2.35 1.11  0.17
H 1.54 -0.81 1.39  0.22
H 1.31 -2.20 -1.21  0.35
H 2.68 -2.07 -0.23  0.36
N 0.69 1.63 0.53  -0.63
N -1.39 -1.18 -0.07  -0.51
N 1.79 -1.63 -0.51  -0.84

***

#C
C6H11N3 as an isolated structure. Source: the OMol25 dataset; level of theory: ωB97M-V/def2-TZVPD.

The value obtained for the lowest unoccupied orbital energy is 0.58 eV. Its multiplicity is 1.

Last column: natural (NBO) charge in e.
Cartesian coordinates (Å):
C 2.38 -0.86 -0.44  -0.52
C 0.60 -0.14 0.80  0.32
C -0.16 -0.32 2.02  -0.66
C -0.99 0.16 -1.26  -0.34
C -2.28 0.89 -0.89  -0.05
C -3.57 0.82 -0.62  -0.23
H 3.24 -0.06 -0.01  0.24
H 1.88 -0.93 -1.50  0.20
H 2.85 -2.04 -0.51  0.21
H -0.51 -1.76 1.84  0.26
H -1.32 0.38 2.24  0.23
H 0.53 -0.15 3.12  0.26
H 0.33 1.89 0.83  0.39
H 1.07 0.71 -1.53  0.35
H -0.78 -0.81 -0.86  0.23
H -0.94 -0.01 -2.46  0.24
H -4.70 1.16 -0.52  0.27
N 1.29 -1.17 0.51  -0.47
N 0.79 1.10 0.31  -0.50
N 0.30 1.12 -1.09  -0.43

***

#D
C6H11N3 as an isolated structure. Source: the OMol25 dataset; level of theory: ωB97M-V/def2-TZVPD.

The value obtained for the lowest unoccupied orbital energy is 0.96 eV. Its multiplicity is 1.

Last column: natural (NBO) charge in e.
Cartesian coordinates (Å):
C -0.82 -2.01 0.02  -0.64
C -0.55 -0.55 0.10  0.11
C -0.42 1.48 0.24  -0.07
C 0.09 0.31 1.20  -0.04
C 0.59 1.32 -0.92  -0.13
C 0.55 -0.15 -1.02  -0.11
H -1.34 -2.25 -0.91  0.23
H -0.03 -2.72 0.04  0.23
H -1.43 -2.30 0.91  0.21
H -1.83 0.70 -1.02  0.38
H -0.60 2.59 0.41  0.21
H -0.64 0.44 1.97  0.18
H 1.62 0.58 2.70  0.37
H 1.60 -0.86 1.95  0.37
H 1.46 2.03 -0.95  0.22
H 0.52 0.67 -2.95  0.36
H 1.42 -0.67 -1.33  0.21
N -1.58 0.59 -0.05  -0.59
N 1.43 0.10 1.73  -0.85
N -0.06 0.69 -2.12  -0.64

***

#B has the most favorable energy; the next structure is 0.0899 hartree above.

***

#A
A 2-piece molecular cluster, C5H13NOS overall. Source: the OMol25 dataset; level of theory: ωB97M-V/def2-TZVPD.

The value obtained for the lowest unoccupied orbital energy is 0.66 eV. Its multiplicity is 1.

Last column: natural (NBO) charge in e.
Cartesian coordinates (Å):
C 1.20 0.98 1.06  -0.70
C 0.95 -1.50 0.89  -0.71
C 2.10 -0.38 -1.07  -0.66
C -3.05 1.28 -0.52  -0.79
C 1.07 -0.22 0.17  0.34
N -0.71 0.04 -0.78  -0.94
O -2.68 -1.20 0.29  -1.01
S -1.92 0.07 0.35  1.36
H 2.32 1.02 1.31  0.23
H 0.90 1.91 0.65  0.24
H 0.51 0.87 1.95  0.23
H 0.02 -1.84 0.74  0.25
H 1.10 -1.35 1.97  0.23
H 1.57 -2.27 0.37  0.22
H 2.65 0.65 -1.16  0.22
H 2.85 -1.21 -0.76  0.22
H 1.52 -0.60 -2.00  0.24
H -2.47 2.27 -0.68  0.22
H -3.93 1.33 0.07  0.22
H -3.20 0.86 -1.49  0.22
H -0.80 -0.70 -1.36  0.35

***

#B
The molecule C5H13NOS. Source: the OMol25 dataset; level of theory: ωB97M-V/def2-TZVPD.

The value obtained for the lowest unoccupied orbital energy is 0.71 eV. The SMILES is CCN[C@H](CO)CS. Its multiplicity is 1.

Last column: natural (NBO) charge in e.
Cartesian coordinates (Å):
C 1.64 -0.26 0.00  -0.22
N 0.71 0.70 0.61  -0.63
C -0.70 0.38 0.51  -0.10
C -1.24 0.48 -0.92  -0.52
S -3.07 0.30 -0.94  -0.06
C -1.01 -0.94 1.22  -0.08
O -2.21 -0.89 2.00  -0.73
C 2.80 0.46 -0.67  -0.62
H 1.12 -0.92 -0.70  0.17
H 2.07 -0.88 0.81  0.19
H 0.94 1.64 0.35  0.36
H -1.21 1.13 1.12  0.21
H -0.96 1.45 -1.32  0.21
H -0.83 -0.29 -1.58  0.22
H -3.11 -0.66 -1.88  0.13
H -0.24 -1.12 1.97  0.20
H -1.07 -1.78 0.53  0.16
H -2.94 -0.75 1.38  0.47
H 2.46 1.25 -1.34  0.20
H 3.44 0.93 0.08  0.21
H 3.42 -0.24 -1.23  0.22

***

#B has the most favorable energy; the next structure is 0.1033 hartree above.